(1)
Below is a cluster of 2 separate species, C2H7ClNOP in total, with properties calculated with ωB97M-V/def2-TZVPD.

Results
- Gap between HOMO and LUMO: 0.30272 hartree
- HOMO: -8.719 eV
- LUMO level: -0.5 eV
- SMILES: C=P(Cl)=NC.O
- Max |F|: 5.301 eV/A
- Energy above the lowest of the compared OMol25 structures with the same formula, charge and spin: 93.6 kcal/mol

Each line ends with the Löwdin charge.
Atoms and positions in Å:
C (-1.21, 2.08, -0.22)  -0.3184
P (-1.53, 0.47, 0.07)  0.4349
Cl (-3.49, 0.03, -0.47)  0.2187
N (-0.47, -0.69, 0.18)  -0.3270
C (-0.57, -2.15, 0.33)  -0.1871
H (-2.10, 2.80, -0.50)  0.0502
H (-0.29, 2.52, 0.18)  -0.0081
H (-1.37, -2.19, 1.09)  0.0709
H (0.38, -2.53, 0.55)  0.0462
H (-0.97, -2.77, -0.44)  0.0541
O (2.60, 1.02, -0.64)  -0.0496
H (2.18, 1.01, 0.15)  -0.0565
H (1.97, 0.50, -1.23)  0.0716

(2)
Below is a cluster of 2 separate species, C2H7ClSi in total, with properties calculated with ωB97M-V/def2-TZVPD.

Results
- Gap between HOMO and LUMO (alpha / beta): 0.16185 / 0.16176 hartree
- HOMO (alpha / beta): -7.320 / -7.318 eV
- LUMO level (alpha / beta): -2.9 / -2.9 eV
- Max |F|: 2.040 eV/A
- Energy above the lowest of the compared OMol25 structures with the same formula, charge and spin: 84.3 kcal/mol

Each line ends with the Löwdin charge.
Atoms and positions in Å:
C (-1.07, 0.03, -0.72)  -0.2722
C (1.25, -0.34, 1.56)  -0.2165
Si (0.61, -0.61, -0.20)  1.0329
Cl (-2.08, 2.52, -2.80)  -0.5929
H (-1.64, -0.73, -1.27)  0.0419
H (-1.67, 0.31, 0.15)  0.0416
H (-1.09, 0.92, -1.39)  -0.1010
H (2.25, 0.08, 1.56)  0.0337
H (0.60, 0.33, 2.11)  0.0375
H (1.30, -1.28, 2.12)  0.0355
H (1.53, -1.23, -1.12)  -0.0404